Entry 1:
This record from the Open Molecules 2025 dataset describes a single C25H32N4O5 molecule. The level of theory is ωB97M-V/def2-TZVPD.

Geometry as XYZ:
```
66
Properties=species:S:1:pos:R:3:nbo_charge:R:1
C 0.7576 2.5697 -5.8463 -0.25
O 1.0617 1.2671 -5.4075 -0.51
C 1.2831 1.0689 -4.0760 0.31
C 1.7952 -0.1788 -3.7215 -0.25
C 2.0935 -0.4639 -2.4058 -0.22
C 1.8833 0.4820 -1.4095 0.01
C 2.2026 0.1939 0.0347 -0.26
N 1.0199 -0.2770 0.7505 -0.45
C 0.7109 -1.6836 0.6474 -0.34
C 0.9445 -2.4947 1.9267 0.67
O 0.6939 -3.6801 1.9750 -0.63
N 1.4912 -1.8056 2.9516 -0.62
C 1.5482 -2.3444 4.2880 -0.25
C 0.3583 -1.8370 5.1204 0.09
C 0.4295 -2.2960 6.5887 -0.43
C 0.2056 -1.0044 7.3780 -0.43
C 0.7315 0.0443 6.4005 -0.07
O 0.3340 -0.4127 5.1246 -0.54
C 0.2565 0.6471 1.3819 0.69
O 0.5705 1.8262 1.4022 -0.65
C -1.0247 0.1872 2.0593 -0.50
C -2.1853 0.8428 1.2984 -0.47
C -2.1337 0.3774 -0.1487 0.69
O -2.0243 -0.7952 -0.4419 -0.63
N -2.2055 1.3816 -1.0616 -0.61
C -2.2153 1.2872 -2.4517 0.38
C -1.8661 0.1351 -3.1504 -0.29
C -1.9288 0.1545 -4.5351 0.07
C -1.5321 -1.0351 -5.3458 -0.65
C -2.3494 1.3306 -5.1549 -0.29
C -2.6510 2.4258 -4.3682 0.04
N -2.5827 2.4170 -3.0474 -0.47
C 1.3383 1.7080 -1.7637 -0.20
C 1.0442 2.0099 -3.0811 -0.30
H -0.2069 2.9119 -5.4591 0.18
H 0.7087 2.5102 -6.9326 0.20
H 1.5397 3.2786 -5.5564 0.18
H 1.9684 -0.9049 -4.5001 0.22
H 2.5155 -1.4278 -2.1589 0.21
H 2.9855 -0.5630 0.1215 0.20
H 2.5292 1.1139 0.5264 0.24
H -0.3239 -1.8437 0.3244 0.28
H 1.3398 -2.1199 -0.1311 0.24
H 1.5302 -0.7983 2.8927 0.41
H 1.5101 -3.4326 4.2108 0.24
H 2.4884 -2.0353 4.7534 0.19
H -0.5671 -2.1644 4.6315 0.19
H 1.4173 -2.7068 6.8005 0.20
H -0.3154 -3.0559 6.8102 0.23
H -0.8582 -0.8445 7.5541 0.21
H 0.7310 -0.9901 8.3295 0.22
H 0.3044 1.0375 6.5428 0.20
H 1.8277 0.1139 6.4595 0.16
H -1.0057 0.5413 3.0915 0.26
H -1.1448 -0.8920 2.0580 0.23
H -2.0988 1.9270 1.3652 0.22
H -3.1372 0.5291 1.7317 0.24
H -2.3554 2.3286 -0.7384 0.42
H -1.5562 -0.7474 -2.6184 0.26
H -0.5806 -0.8315 -5.8366 0.24
H -2.2717 -1.2383 -6.1181 0.22
H -1.4188 -1.9134 -4.7164 0.22
H -2.4252 1.3873 -6.2300 0.22
H -2.9656 3.3650 -4.8062 0.19
H 1.1498 2.4410 -0.9939 0.23
H 0.6310 2.9773 -3.3185 0.23
```

Properties
**SMILES string**: COc1ccc(CN(CC(=O)NC[C@H]2CCCO2)C(=O)CCC(=O)Nc2cc(C)ccn2)cc1
**E_tot**: -1567.1467 a.u.
**Highest occupied orbital energy**: -8.39 eV
**ΔE to the lowest compared entry with this formula, charge and spin**: 7.4 kcal/mol
**Net charge**: 0
**Gap between HOMO and LUMO**: 0.336 Eh

Entry 2:
This record from the Open Molecules 2025 dataset describes a molecular structure, C25H32N5O4PtSSb. The level of theory is ωB97M-V/def2-TZVPD.

Geometry as XYZ:
```
69
Properties=species:S:1:pos:R:3:nbo_charge:R:1
Pt 0.7513 1.0064 0.9375 0.92
C 2.5951 3.5722 5.2169 -0.42
N 1.5648 2.7359 4.6325 -0.42
C 0.2393 2.8359 5.2099 -0.41
C 1.7706 1.9878 3.5166 0.65
N 0.9821 1.0470 3.1052 -0.82
N 2.9262 2.3099 2.8206 -0.62
C 3.3634 1.7621 1.6207 0.64
N 4.2768 2.5592 0.9775 -0.80
N 2.9697 0.6012 1.2253 -0.80
H 2.7021 4.5296 4.6951 0.20
H 3.5527 3.0541 5.2338 0.22
H 2.3171 3.7868 6.2463 0.22
H 0.0707 3.8649 5.5269 0.22
H 0.1190 2.1760 6.0725 0.20
H -0.5166 2.6019 4.4629 0.23
H 0.1959 0.8830 3.7196 0.38
H 3.2524 3.2510 2.9761 0.41
H 4.0941 3.5515 1.0452 0.40
H 4.4227 2.2934 0.0146 0.40
H 3.3755 0.3564 0.3252 0.38
C -1.5561 -1.8498 2.2077 -0.64
C -1.5821 -2.8456 1.0819 -0.03
C -1.9545 -4.1630 1.3366 -0.21
C -2.0023 -5.1052 0.3239 -0.20
C -1.6657 -4.7416 -0.9699 -0.24
C -1.2835 -3.4357 -1.2302 -0.16
C -1.2506 -2.4834 -0.2211 -0.39
Sb -0.5880 -0.5011 -0.7445 1.38
C 1.0445 -1.2840 -1.8970 -0.36
C 2.0429 -1.7788 -1.0604 -0.23
C 3.1995 -2.3443 -1.5723 -0.22
C 3.3646 -2.4186 -2.9468 -0.20
C 2.3697 -1.9379 -3.7802 -0.21
C 1.2012 -1.3661 -3.2772 -0.02
C 0.1611 -0.8647 -4.2378 -0.64
C -2.1431 0.2744 -1.9801 -0.38
C -1.7797 1.3161 -2.8294 -0.20
C -2.7107 1.9193 -3.6585 -0.21
C -4.0257 1.4912 -3.6298 -0.19
C -4.4017 0.4938 -2.7470 -0.21
C -3.4873 -0.1228 -1.8941 -0.02
C -4.0277 -1.1199 -0.9058 -0.63
H -1.9540 -2.2928 3.1195 0.22
H -2.1515 -0.9635 1.9728 0.22
H -0.5369 -1.5030 2.4047 0.23
H -2.2137 -4.4516 2.3468 0.21
H -2.2981 -6.1217 0.5462 0.21
H -1.6954 -5.4686 -1.7693 0.21
H -1.0074 -3.1599 -2.2396 0.20
H 1.9197 -1.7262 0.0196 0.22
H 3.9565 -2.7292 -0.9032 0.21
H 4.2592 -2.8575 -3.3690 0.21
H 2.4935 -2.0066 -4.8533 0.21
H 0.3390 -1.2625 -5.2358 0.21
H 0.1853 0.2250 -4.2999 0.24
H -0.8480 -1.1456 -3.9305 0.22
H -0.7633 1.6834 -2.8278 0.25
H -2.4060 2.7328 -4.3011 0.22
H -4.7673 1.9518 -4.2699 0.21
H -5.4401 0.1932 -2.6942 0.20
H -5.1145 -1.0518 -0.8771 0.22
H -3.6598 -0.9209 0.1019 0.21
H -3.7608 -2.1443 -1.1562 0.23
O 1.3182 3.5880 0.3884 -1.07
S 0.2948 3.1015 -0.5659 2.54
O -0.1219 4.0590 -1.5484 -0.97
O 0.8854 1.8476 -1.2318 -1.03
O -0.8626 2.5247 0.2242 -1.00
```

Properties
**E_tot**: -2304.2904 a.u.
**Spin multiplicity**: 3
**Highest occupied orbital energy (spin up / spin down)**: -7.35 / -8.43 eV
**ΔE to the lowest compared entry with this formula, charge and spin**: 1.8 kcal/mol
**Net charge**: 0
**<S²>**: 2.01
**Gap between HOMO and LUMO (spin up / spin down)**: 0.274 / 0.283 Eh

Entry 3:
This record from the Open Molecules 2025 dataset describes a single C25H32NO6P molecule. The level of theory is ωB97M-V/def2-TZVPD.

Geometry as XYZ:
```
65
Properties=species:S:1:pos:R:3:nbo_charge:R:1
C -0.7109 4.2803 3.7607 -0.62
C -0.7914 4.6113 2.2834 -0.07
O -0.6098 3.3963 1.5421 -0.50
C -0.7760 3.4648 0.2347 0.83
O -1.0752 4.4583 -0.3766 -0.60
C -0.5739 2.1003 -0.4302 -0.08
C -1.7200 1.1675 0.0075 -0.38
C -1.6958 -0.1698 -0.7282 -0.42
C -2.7272 -1.1370 -0.1574 -0.39
C -2.5968 -2.5253 -0.7604 -0.76
P -1.0987 -3.5261 -0.3372 1.93
O -1.2996 -4.9155 -0.7790 -1.10
C -0.9113 -3.3646 1.4673 -0.43
C -1.2644 -4.4783 2.2171 -0.17
C -1.2001 -4.4394 3.5983 -0.22
C -0.7814 -3.2818 4.2337 -0.20
C -0.4228 -2.1708 3.4867 -0.21
C -0.4861 -2.2038 2.1044 -0.21
C 0.3750 -2.7926 -1.1263 -0.33
C 1.5582 -2.5636 -0.4424 -0.21
C 2.6731 -2.1181 -1.1305 -0.20
C 2.6141 -1.9159 -2.4981 -0.20
C 1.4383 -2.1661 -3.1856 -0.19
C 0.3230 -2.6077 -2.5013 -0.20
N -0.5565 2.3182 -1.8584 -0.62
C 0.2613 1.6127 -2.6707 0.70
C 0.2222 2.0475 -4.1155 -0.71
O 0.9458 0.7013 -2.2532 -0.63
C 0.7913 1.5597 0.0482 0.86
O 0.9318 0.5791 0.7229 -0.61
O 1.7416 2.4397 -0.2514 -0.52
C 3.0905 2.0860 0.0763 -0.08
C 3.8092 1.5434 -1.1487 -0.64
H -0.8243 5.1889 4.3445 0.22
H -1.4973 3.5816 4.0324 0.22
H 0.2496 3.8268 3.9887 0.22
H -1.7624 5.0424 2.0172 0.19
H -0.0097 5.3189 1.9871 0.19
H -2.6725 1.6749 -0.1685 0.21
H -1.6101 0.9967 1.0796 0.23
H -1.8916 -0.0122 -1.7911 0.20
H -0.7011 -0.6035 -0.6397 0.23
H -3.7344 -0.7568 -0.3548 0.20
H -2.6063 -1.2029 0.9260 0.21
H -2.6443 -2.4880 -1.8527 0.23
H -3.4173 -3.1703 -0.4264 0.25
H -1.5791 -5.3704 1.6947 0.24
H -1.4736 -5.3084 4.1789 0.22
H -0.7290 -3.2465 5.3126 0.21
H -0.0875 -1.2712 3.9826 0.21
H -0.1847 -1.3391 1.5333 0.25
H 1.6092 -2.7305 0.6234 0.22
H 3.5927 -1.9318 -0.5944 0.21
H 3.4868 -1.5679 -3.0320 0.21
H 1.3939 -2.0173 -4.2548 0.21
H -0.5967 -2.8222 -3.0289 0.21
H -0.9978 3.1742 -2.1686 0.43
H 0.6307 3.0519 -4.2052 0.23
H 0.8184 1.3638 -4.7121 0.24
H -0.8017 2.0540 -4.4808 0.23
H 3.0676 1.3376 0.8743 0.21
H 3.5559 3.0061 0.4397 0.19
H 4.8056 1.2111 -0.8712 0.21
H 3.2446 0.7070 -1.5537 0.24
H 3.8889 2.3132 -1.9123 0.21
```

Properties
**SMILES string**: CCOC(=O)C(CCCCP(=O)(c1ccccc1)c1ccccc1)(NC(C)=O)C(=O)OCC
**E_tot**: -1819.4993 a.u.
**Highest occupied orbital energy**: -9.04 eV
**ΔE to the lowest compared entry with this formula, charge and spin**: 2.6 kcal/mol
**Net charge**: 0
**Gap between HOMO and LUMO**: 0.353 Eh

> Among the records above, which one has the highest E_tot?

C25H32N4O5

> The highest ΔE to the lowest compared entry with this formula, charge and spin belongs to which entry?

C25H32N4O5

> Among the records above, which one has the lowest E_tot?

C25H32N5O4PtSSb

> Which value of ΔE to the lowest compared entry with this formula, charge and spin does entry 3 give?

2.6 kcal/mol